No. 1
{"formula": "C16H19BIMoN3O4S3Sb", "method": "ωB97M-V/def2-TZVPD", "species": ["I", "Sb", "Mo", "S", "S", "S", "O", "O", "O", "O", "N", "N", "N", "C", "C", "C", "C", "C", "C", "C", "C", "C", "C", "C", "C", "C", "C", "C", "C", "B", "H", "H", "H", "H", "H", "H", "H", "H", "H", "H", "H", "H", "H", "H", "H", "H", "H", "H", "H"], "xyz": [[3.1240, -2.1631, 3.3125], [1.5172, 5.5095, -0.3589], [0.3304, 2.8136, 1.8595], [-0.7385, 3.9843, -0.0445], [1.9645, 4.5223, 1.9127], [2.8895, 4.4343, -1.7778], [-0.2622, 1.9866, 5.8261], [0.6790, 2.2024, 3.7894], [-0.0765, 1.4261, -1.2242], [-1.5566, 1.4158, 0.5523], [1.7491, 1.3892, 1.3106], [-1.0798, 4.0390, 3.1260], [-1.3341, 3.1878, 4.2351], [1.8734, 0.2908, 2.0833], [-0.0586, -4.0099, -2.2514], [-2.4234, -0.8775, 0.1392], [-2.5214, -4.0914, -2.6472], [3.9169, 0.9467, 0.4075], [4.0757, -0.1425, 1.2489], [-0.7190, 0.2128, -1.1659], [-0.5960, -0.8592, -2.0185], [-2.3018, -1.9617, -0.7255], [-1.6152, 0.2062, -0.1039], [2.7460, 1.6732, 0.4533], [-1.4105, -1.9758, -1.8006], [-1.2793, -3.1965, -2.7116], [-0.2340, 2.4044, 4.6934], [-1.0816, -2.7703, -4.1734], [3.0125, -0.4829, 2.0730], [-0.6121, 2.1857, -0.1912], [0.1042, -4.8656, -2.9102], [0.8410, -3.3918, -2.2590], [-0.2102, -4.3776, -1.2348], [1.0451, 0.0556, 2.7348], [-1.8698, 3.5907, 4.9882], [4.6934, 1.2493, -0.2805], [-3.4257, -3.5283, -2.8864], [-2.4282, -4.9000, -3.3735], [-3.1254, -0.8809, 0.9622], [0.1156, -0.8138, -2.8312], [4.9917, -0.7165, 1.2652], [-2.6444, -4.5502, -1.6657], [-0.6597, 4.9228, 3.4045], [2.5962, 2.5095, -0.2184], [-1.8722, -2.0871, -4.4889], [-2.9391, -2.8136, -0.5384], [-1.1164, -3.6509, -4.8166], [-1.9548, 4.2337, 2.6544], [-0.1189, -2.2853, -4.3338]], "gap_ev": [7.21, 6.70], "multiplicity": 4}

***

No. 2
{"formula": "C3H8O2", "method": "ωB97M-V/def2-TZVPD", "species": ["O", "O", "C", "C", "C", "H", "H", "H", "H", "H", "H", "H", "H"], "xyz": [[3.2584, -1.0394, 0.4709], [2.9006, -1.8318, -1.6007], [-2.2784, 0.7372, -0.3320], [2.8626, -0.9374, -0.7701], [-1.4999, 0.6181, 0.9773], [2.3594, 0.0261, -0.9990], [3.8371, -1.8380, 0.5635], [-1.4885, 0.9268, -1.0826], [-0.6332, -0.0176, 0.8788], [-1.2923, 1.6369, 1.3032], [-3.0012, 1.5328, -0.5159], [-2.8101, -0.1551, -0.6586], [-2.2145, 0.3415, 1.7651]], "charge": 1, "gap_ev": [7.71, 2.75], "multiplicity": 2}

***

What is the formula in the second record? C3H8O2